No. 1
C6H24AgClN12O6 | ωB97M-V/def2-TZVPD

```
! RIJCOSX wB97M-V def2-TZVPD def2/J DEFGRID3
* xyz 1 2
Ag -0.532 -0.142 0.046
Cl -2.740 -1.583 0.270
C -2.322 2.755 -0.836
O -1.715 1.700 -0.865
N -3.280 3.107 -1.694
N -2.016 3.860 -0.195
H -3.609 2.486 -2.419
H -3.467 4.100 -1.677
H -1.182 3.874 0.375
H -2.414 4.764 -0.406
C 0.070 0.419 -3.287
O -0.197 -0.170 -2.255
N -0.605 1.363 -3.862
N 1.200 0.239 -3.916
H 0.109 1.987 -4.209
H -1.281 1.699 -3.191
H 1.793 -0.494 -3.554
H 1.354 0.632 -4.833
C 1.090 -2.010 2.948
O 0.998 -1.055 2.164
N 0.202 -2.148 3.942
N 1.835 -3.095 2.844
H -0.729 -1.761 4.003
H 0.226 -3.090 4.307
H 2.100 -3.732 3.581
H 2.445 -2.798 2.095
C -1.927 1.298 2.656
O -0.922 0.829 2.036
N -2.810 0.527 3.233
N -2.099 2.633 2.729
H -3.620 0.925 3.686
H -2.788 -0.441 2.946
H -2.897 2.869 3.302
H -1.551 3.233 2.129
C 2.609 0.840 -0.217
O 1.397 0.885 -0.236
N 3.261 0.330 0.727
N 3.413 0.966 -1.201
H 4.259 0.221 0.836
H 2.637 -0.060 1.418
H 2.945 1.287 -2.036
H 4.379 1.131 -0.956
C 0.796 -3.128 -1.012
O 0.730 -2.073 -0.375
N 0.201 -3.228 -2.190
N 1.504 -4.136 -0.662
H -0.559 -2.662 -2.538
H 0.371 -4.051 -2.750
H 1.978 -4.085 0.229
H 1.360 -5.018 -1.132
*
```

Values from the calculation:
Maximum force (hartree/bohr): 0.160
HOMO level (alpha / beta) (eV): -11.5 / -11.4
Lowest unoccupied orbital energy (alpha / beta) (eV): -1.80 / -4.32
Calculated total energy (eV): -53296.4172
<S²>: 0.755
Kohn-Sham gap (alpha / beta) (eV): 9.70 / 7.10

No. 2
C41H31BrIrN6O8S3 | ωB97M-V/def2-TZVPD

```
! RIJCOSX wB97M-V def2-TZVPD def2/J DEFGRID3
* xyz 0 2
Ir 0.975 -0.276 0.571
O 1.650 -0.831 4.809
S 0.832 -1.028 3.661
O -0.067 0.236 3.594
O 1.603 -1.182 2.418
C -0.195 -2.480 4.020
C 0.050 -2.955 5.310
C -0.624 -4.059 5.804
C -1.557 -4.708 5.017
C -1.798 -4.252 3.733
C -1.135 -3.148 3.216
S -1.578 -2.739 1.523
O -1.615 -3.982 0.802
O -2.820 -2.004 1.605
O -0.427 -1.889 1.195
H 0.777 -2.451 5.926
H -0.408 -4.406 6.806
H -2.091 -5.570 5.394
H -2.501 -4.763 3.088
S 5.069 1.390 0.413
C 4.045 2.643 0.973
C 2.738 2.262 1.055
C 2.544 0.910 0.653
C 3.728 0.324 0.277
C 3.700 -1.064 -0.131
C 4.783 -1.878 -0.440
C 4.555 -3.210 -0.731
C 3.259 -3.710 -0.715
C 2.220 -2.847 -0.424
N 2.441 -1.560 -0.152
H 4.470 3.603 1.220
H 1.953 2.917 1.410
H 5.783 -1.467 -0.428
H 5.388 -3.862 -0.962
H 3.048 -4.748 -0.923
H 1.183 -3.157 -0.415
Br 1.458 7.794 5.379
C 0.170 7.159 4.151
C -1.166 7.107 4.528
C -2.103 6.643 3.629
C -1.714 6.210 2.351
C -0.360 6.292 1.983
C 0.575 6.762 2.883
N -2.715 5.715 1.545
N -2.374 5.263 0.365
C -1.841 4.106 0.128
C -1.414 3.955 -1.268
C -0.632 2.948 -1.681
C -0.240 1.941 -0.722
O 0.504 0.990 -1.033
C -0.780 2.002 0.642
N -0.424 0.944 1.359
C -1.096 0.629 2.575
C -1.816 1.806 3.140
C -2.068 2.910 2.422
C -1.593 3.032 1.061
H -1.464 7.427 5.517
H -3.151 6.590 3.893
H -0.049 5.997 0.990
H 1.619 6.823 2.608
H -1.729 4.742 -1.941
H -0.280 2.847 -2.698
H -1.736 -0.247 2.473
H -2.179 1.701 4.153
H -2.661 3.700 2.857
C -1.300 -1.154 -6.309
N -1.632 -1.430 -4.923
N -0.573 -1.800 -4.091
C -0.813 -1.332 -2.791
O -0.136 -1.633 -1.823
C -2.002 -0.517 -2.910
C -2.431 -0.588 -4.191
C -3.575 0.109 -4.840
C 0.175 -2.966 -4.380
C 1.505 -3.014 -3.983
C 2.250 -4.153 -4.241
C 1.682 -5.231 -4.906
C 0.354 -5.172 -5.302
C -0.408 -4.045 -5.032
H -0.673 -1.957 -6.690
H -0.767 -0.204 -6.422
H -2.219 -1.131 -6.890
H -2.486 -0.012 -2.091
H -4.139 0.660 -4.092
H -4.244 -0.605 -5.324
H -3.231 0.815 -5.598
H 1.937 -2.165 -3.471
H 3.286 -4.192 -3.927
H 2.271 -6.115 -5.113
H -0.099 -6.012 -5.812
H -1.453 -4.003 -5.310
*
```

Values from the calculation:
Maximum force (hartree/bohr): 0.021
HOMO level (alpha / beta) (eV): -7.4 / -7.4
Lowest unoccupied orbital energy (alpha / beta) (eV): -1.45 / -1.48
Calculated total energy (eV): -173724.9711
<S²>: 0.814
Kohn-Sham gap (alpha / beta) (eV): 5.97 / 5.89

No. 3
C2H12N2O2 | ωB97M-V/def2-TZVPD

```
! RIJCOSX wB97M-V def2-TZVPD def2/J DEFGRID3
* xyz 0 1
N -2.127 0.372 0.780
C -2.136 -0.074 -0.568
C -0.937 -1.008 -0.827
N 0.454 1.153 1.324
H 1.749 -0.632 1.167
H -3.049 0.260 1.216
H -3.047 -0.631 -0.759
H -2.144 0.842 -1.213
H -1.111 -1.826 -1.528
H -0.776 -1.484 0.142
H 0.780 0.513 2.029
H -0.564 1.136 1.252
H 2.257 -0.546 -0.257
H 0.003 -0.528 -1.133
O 2.351 -1.088 0.581
H 2.264 1.132 -1.885
H 0.870 1.138 0.387
O 1.733 0.583 -1.285
*
```

Values from the calculation:
Maximum force (hartree/bohr): 0.030
HOMO level (eV): -8.6
Lowest unoccupied orbital energy (eV): -4.97
Calculated total energy (eV): -9336.2224
Kohn-Sham gap (eV): 3.68

No. 4
C4H10O | ωB97M-V/def2-TZVPD

```
! RIJCOSX wB97M-V def2-TZVPD def2/J DEFGRID3
* xyz 0 1
C 1.275 1.304 -0.754
C -0.159 0.851 -0.642
C -0.181 -0.193 0.240
O -1.273 -0.594 0.889
C -1.131 -1.788 1.633
H 1.927 0.619 -1.313
H 0.510 1.161 -2.557
H 1.421 2.348 -1.047
H -0.357 0.579 -1.988
H -0.892 1.648 -0.555
H 1.502 1.194 0.317
H 0.693 -0.854 0.295
H -2.125 -2.025 2.008
H -0.768 -2.604 0.997
H -0.443 -1.645 2.476
*
```

Values from the calculation:
Maximum force (hartree/bohr): 0.056
HOMO level (alpha / beta) (eV): -7.4 / -7.4
Lowest unoccupied orbital energy (alpha / beta) (eV): 0.67 / 0.67
Calculated total energy (eV): -6352.1654
Kohn-Sham gap (alpha / beta) (eV): 8.03 / 8.03

No. 5
C19H43LuOP3S2 | ωB97M-V/def2-TZVPD

```
! RIJCOSX wB97M-V def2-TZVPD def2/J DEFGRID3
* xyz 3 1
Lu -0.194 -0.211 0.543
P 1.872 1.213 1.801
P -1.820 2.011 1.174
P 0.706 1.564 -1.327
H -0.496 -3.475 0.825
C 0.356 -3.327 0.114
C 1.507 -2.733 0.587
H 1.793 -2.872 1.643
C 2.381 0.813 3.517
C 1.855 3.034 2.096
C 3.572 1.135 1.068
C -3.544 1.689 0.663
C -2.268 2.284 2.927
C -1.735 3.771 0.682
C 2.022 0.654 -2.234
C 1.430 3.231 -1.368
C -0.666 1.811 -2.526
H 0.266 -3.721 -0.918
H 2.272 -2.163 -0.012
H 2.620 -0.246 3.641
H 1.600 1.074 4.239
H 3.278 1.395 3.764
H 0.993 3.306 2.712
H 1.832 3.619 1.172
H 2.770 3.304 2.646
H 3.866 0.084 0.926
H 4.266 1.604 1.791
H 3.650 1.668 0.106
H -4.168 2.557 0.927
H -3.919 0.803 1.184
H -3.596 1.504 -0.414
H -3.162 2.926 2.914
H -1.456 2.767 3.482
H -2.507 1.322 3.390
H -2.647 4.261 1.063
H -1.691 3.875 -0.409
H -0.850 4.254 1.116
H 1.945 0.957 -3.290
H 1.900 -0.443 -2.161
H 3.002 0.934 -1.812
H 1.542 3.512 -2.423
H 2.412 3.256 -0.890
H 0.774 3.957 -0.878
H -0.193 1.929 -3.516
H -1.249 2.708 -2.252
H -1.337 0.934 -2.558
C -0.743 -2.691 -4.242
C -1.836 -2.614 -5.151
C -1.898 -3.451 -6.289
C -0.913 -4.444 -6.532
C 0.116 -4.588 -5.585
C 0.184 -3.741 -4.435
S -0.421 -1.391 -3.060
H -1.105 -1.736 -1.831
H -2.633 -1.889 -4.962
H -2.690 -3.352 -7.049
H -0.853 -5.023 -7.499
H 0.926 -5.327 -5.757
H 0.948 -3.885 -3.648
C -1.854 -1.169 4.754
S -0.276 -0.971 3.962
C 0.259 -2.693 4.082
O -0.802 -0.817 2.458
H -1.744 -1.370 5.825
H -2.354 -2.017 4.251
H -2.410 -0.240 4.604
H -0.016 -3.084 5.075
H -0.224 -3.280 3.296
H 1.353 -2.756 4.006
*
```

Values from the calculation:
Maximum force (hartree/bohr): 0.046
HOMO level (eV): -15.7
Lowest unoccupied orbital energy (eV): -9.77
Calculated total energy (eV): -105579.5432
Kohn-Sham gap (eV): 5.95

No. 6
CH5NO2 | ωB97M-V/def2-TZVPD

```
! RIJCOSX wB97M-V def2-TZVPD def2/J DEFGRID3
* xyz 0 1
C -1.343 -0.571 -0.386
N 1.797 1.506 0.376
O -0.456 0.401 -0.263
O 1.948 0.270 0.364
H -2.225 -0.221 -0.919
H -1.520 -1.035 0.612
H -0.940 -1.426 -0.921
H 1.501 2.011 1.161
H 1.243 1.858 -0.549
*
```

Values from the calculation:
Maximum force (hartree/bohr): 0.111
HOMO level (alpha / beta) (eV): -8.1 / -8.2
Lowest unoccupied orbital energy (alpha / beta) (eV): -2.45 / -2.42
Calculated total energy (eV): -6696.3593
Kohn-Sham gap (alpha / beta) (eV): 5.62 / 5.78